[1]
26 unconnected molecules or ions with the total composition C3H57O26 in a non-equilibrium geometry, computed with wB97M-V/def2-TZVPD.

Its net charge is -1. The energy above the lowest of the compared OMol25 structures with the same formula, charge and spin is 25.93 kJ/mol. The calculation puts the HOMO energy at -6.6 eV. The frontier orbital gap comes out at 8.20 eV.

Last column: Mulliken charge in e.
Cartesian coordinates (Å):
C -13.622 3.347 -7.111  2.173
C -13.088 3.985 -5.831  1.005
C -14.075 4.818 -5.098  2.695
O -12.514 3.140 -4.884  0.454
H -14.629 2.900 -6.918  -0.536
H -12.964 2.634 -7.591  -0.104
H -13.750 4.151 -7.891  -0.343
H -12.259 4.717 -6.088  -1.239
H -13.549 5.345 -4.358  -1.450
H -15.032 4.297 -4.850  -0.578
H -14.371 5.545 -5.794  0.031
O -15.287 1.214 -8.766  -0.705
H -14.527 0.943 -9.282  0.276
H -15.340 2.157 -8.905  0.295
O -13.817 6.141 -10.095  -0.677
H -13.170 6.848 -10.235  0.308
H -14.230 6.496 -9.321  0.230
O -15.005 -0.208 -6.498  -0.822
H -14.093 0.045 -6.457  0.526
H -15.331 0.221 -7.280  0.389
O -14.680 7.132 -7.610  -0.764
H -15.078 7.932 -7.165  0.256
H -15.112 6.394 -7.234  0.335
O -11.691 7.390 -4.676  -0.652
H -11.413 8.297 -4.355  0.196
H -12.013 6.849 -3.957  0.403
O -13.022 3.601 -10.265  -0.732
H -12.292 3.446 -9.685  0.306
H -13.216 4.547 -10.363  0.549
O -16.891 2.206 -6.304  -0.704
H -16.166 1.975 -5.692  0.443
H -17.296 1.482 -6.783  0.273
O -11.230 1.380 -3.452  -0.643
H -11.877 1.872 -3.896  -0.024
H -10.358 1.565 -3.848  0.319
O -17.911 4.119 -4.099  -0.680
H -17.969 4.996 -4.436  0.344
H -17.826 3.495 -4.838  0.331
O -15.811 3.742 -9.447  -0.888
H -16.108 4.181 -8.645  0.542
H -14.942 4.076 -9.635  0.212
O -10.390 2.629 -6.618  -0.891
H -11.093 2.828 -5.999  0.104
H -9.846 1.960 -6.236  0.262
O -14.273 8.388 -5.030  -0.633
H -13.956 9.207 -5.383  0.296
H -13.552 7.847 -4.781  0.356
O -10.714 4.710 -3.561  -0.708
H -11.387 4.160 -4.015  0.101
H -10.018 4.057 -3.543  0.305
O -15.893 3.597 -2.094  -0.850
H -15.910 4.423 -2.550  0.381
H -16.023 3.032 -2.798  0.394
O -15.664 6.121 -2.785  -0.710
H -16.386 6.365 -3.359  0.222
H -15.972 6.155 -1.862  0.265
O -11.918 6.986 -7.348  -0.771
H -12.842 6.841 -7.079  0.432
H -11.554 7.094 -6.487  0.324
O -13.211 3.382 -2.362  -0.824
H -13.028 3.292 -3.251  0.148
H -14.131 3.503 -2.224  0.728
O -17.226 6.664 -5.033  -0.683
H -17.716 7.198 -5.633  0.282
H -16.711 6.103 -5.619  0.377
O -12.487 0.507 -6.283  -0.838
H -12.362 1.440 -6.063  0.065
H -12.462 0.025 -5.450  0.370
O -9.739 5.670 -6.256  -0.641
H -10.243 5.297 -5.534  0.413
H -9.062 5.012 -6.397  0.309
O -10.967 4.605 -8.515  -0.685
H -11.098 5.364 -7.979  0.462
H -10.719 3.965 -7.845  0.293
O -16.586 5.118 -7.160  -0.824
H -17.456 5.251 -7.548  0.215
H -16.671 4.423 -6.528  0.125
O -12.764 6.309 -2.347  -0.826
H -13.660 6.175 -2.635  0.376
H -12.502 5.367 -2.295  0.415
O -10.829 1.623 -9.128  -0.673
H -10.914 1.770 -8.204  0.360
H -11.568 1.096 -9.435  0.330
O -14.905 1.666 -4.489  -0.875
H -14.179 2.243 -4.874  0.169
H -14.876 0.959 -5.123  0.208

***

[2]
2 unconnected molecules or ions with the total composition C6H15NO2 in a non-equilibrium geometry, computed with wB97M-V/def2-TZVPD.

The energy above the lowest of the compared OMol25 structures with the same formula, charge and spin is 227.79 kJ/mol. The calculation puts the HOMO energy at -8.9 eV. The frontier orbital gap comes out at 9.76 eV. Its structure (SMILES) is CC(=O)CN(C)C.CO.

Last column: Mulliken charge in e.
Cartesian coordinates (Å):
C -0.747 -0.318 2.026  -1.453
C -0.653 -0.734 0.589  1.233
O -1.104 -1.815 0.175  -0.721
C 0.265 0.125 -0.268  -0.752
N 1.635 0.028 0.216  0.024
C 2.476 1.069 -0.344  -1.010
C 2.191 -1.291 -0.032  -0.969
H 0.251 -0.144 2.421  0.362
H -1.260 -1.072 2.614  0.372
H -1.315 0.611 2.083  0.318
H 0.174 -0.190 -1.322  0.305
H -0.061 1.163 -0.180  0.381
H 3.475 0.987 0.083  0.336
H 2.070 2.047 -0.083  0.305
H 2.560 1.008 -1.441  0.360
H 1.548 -2.049 0.410  0.277
H 3.180 -1.352 0.422  0.359
H 2.290 -1.509 -1.108  0.339
C -2.885 0.894 -1.243  -0.646
O -2.720 0.093 -0.094  -0.530
H -3.912 0.830 -1.614  0.279
H -2.684 1.930 -0.961  0.254
H -2.201 0.607 -2.047  0.268
H -2.570 -0.918 -0.302  0.311

***

[3]
A molecular structure, C24H33AlAsN4O, computed with wB97M-V/def2-TZVPD.

Its net charge is +3. The calculation puts the HOMO energy at -17.1 eV. The frontier orbital gap comes out at 8.88 eV.

Last column: Mulliken charge in e.
Cartesian coordinates (Å):
Al -0.851 -1.355 0.940  -0.162
N -1.048 -1.945 -1.022  0.068
C -2.480 -2.117 -1.416  -0.781
C -3.313 -1.209 -0.530  -0.721
N -2.853 -1.301 0.889  0.228
C -3.380 -0.144 1.701  -0.778
C -2.220 0.553 2.416  -0.307
N -1.188 -0.470 2.764  -0.405
C -3.237 -2.609 1.541  -0.639
C -2.215 -3.728 1.356  -0.868
N -0.827 -3.211 1.635  -0.003
H -0.650 -1.170 -1.564  -0.238
H -0.511 -2.755 -1.330  0.386
H -2.762 -3.162 -1.310  0.230
H -2.627 -1.854 -2.462  0.545
H -4.377 -1.437 -0.608  0.450
H -3.169 -0.173 -0.841  0.496
H -4.131 -0.506 2.400  0.332
H -3.881 0.562 1.045  0.474
H -2.571 1.086 3.298  0.581
H -1.736 1.280 1.761  0.109
H -1.504 -1.015 3.564  0.451
H -0.342 0.007 3.068  0.231
H -4.214 -2.931 1.174  0.418
H -3.353 -2.416 2.607  0.522
H -2.216 -4.140 0.350  0.300
H -2.455 -4.546 2.033  0.547
H -0.144 -3.837 1.208  0.363
H -0.631 -3.268 2.634  0.377
O 0.475 -0.282 0.692  -0.054
As 1.408 0.816 -0.291  1.957
C 3.196 0.207 -0.256  0.228
C 3.584 -0.819 0.600  -0.334
C 4.918 -1.190 0.643  -0.757
C 5.846 -0.539 -0.161  -0.542
C 5.450 0.486 -1.011  -0.787
C 4.120 0.869 -1.062  -0.356
C 0.663 0.718 -2.041  -0.760
C 1.319 -0.014 -3.030  -0.280
C 0.726 -0.161 -4.277  -0.828
C -0.515 0.410 -4.530  -0.582
C -1.173 1.139 -3.541  -0.956
C -0.585 1.299 -2.294  0.294
C 1.123 2.519 0.493  0.465
C 1.283 2.651 1.873  -0.419
C 1.155 3.898 2.458  -0.816
C 0.889 5.011 1.664  -0.562
C 0.760 4.882 0.289  -0.769
C 0.878 3.633 -0.306  -0.330
H 2.862 -1.322 1.231  0.315
H 5.239 -1.984 1.304  0.438
H 6.887 -0.832 -0.122  0.439
H 6.178 0.991 -1.632  0.435
H 3.820 1.673 -1.725  0.456
H 2.293 -0.450 -2.839  0.473
H 1.240 -0.710 -5.055  0.493
H -0.966 0.305 -5.509  0.474
H -2.125 1.608 -3.755  0.505
H -1.079 1.901 -1.538  0.653
H 1.550 1.795 2.485  0.492
H 1.288 4.015 3.525  0.459
H 0.804 5.988 2.122  0.444
H 0.578 5.754 -0.324  0.453
H 0.796 3.546 -1.382  0.449

***

[4]
7 unconnected molecules or ions with the total composition C14H34FN2O10 in a non-equilibrium geometry, computed with wB97M-V/def2-TZVPD.

Its net charge is +1. The calculation puts the HOMO energy at -9.7 eV. The frontier orbital gap comes out at 5.16 eV.

Last column: Mulliken charge in e.
Cartesian coordinates (Å):
C 5.215 -0.115 2.991  -0.569
C 4.888 -1.238 2.151  -0.116
C 5.503 -1.557 0.727  0.472
O 6.306 -2.527 0.651  -0.557
O 5.195 -0.892 -0.481  -0.364
C 4.964 0.528 -0.300  -0.580
C 3.401 0.803 0.057  0.256
C 2.712 1.887 -0.894  -0.754
C 1.313 2.478 -0.312  -0.751
C 0.607 1.533 0.769  -0.496
C 0.142 0.104 0.209  -0.614
C -1.263 0.305 -0.576  -0.152
C -1.391 -0.839 -1.697  -0.632
N -2.304 -1.742 -1.376  0.323
C -2.871 -1.387 -0.024  -1.147
C -2.617 0.158 0.262  1.046
F -3.678 0.840 -0.442  -0.496
C -2.627 0.676 1.770  -0.862
O -3.651 -0.120 2.462  -0.160
N -4.353 0.721 3.296  0.074
O -3.711 0.872 4.296  -0.213
H 4.556 0.790 3.190  0.239
H 6.206 -0.162 3.564  0.259
H 4.115 -1.984 2.569  0.304
H 5.644 1.031 0.459  0.347
H 5.122 1.012 -1.335  0.379
H 3.334 1.196 1.127  -0.072
H 2.905 -0.224 0.055  0.100
H 3.426 2.792 -0.922  0.355
H 2.562 1.538 -1.972  0.292
H 0.588 2.746 -1.165  0.243
H 1.531 3.474 0.225  0.389
H -0.338 2.095 1.124  0.417
H 1.250 1.415 1.717  0.300
H 0.872 -0.298 -0.588  0.439
H 0.018 -0.660 1.060  0.254
H -1.241 1.267 -1.187  0.494
H -0.802 -0.904 -2.666  0.449
H -2.646 -2.579 -1.883  0.290
H -3.881 -1.836 0.247  0.491
H -2.160 -1.967 0.675  0.348
H -2.924 1.790 1.736  0.472
H -1.615 0.568 2.303  0.355
O 2.027 3.461 -3.462  -0.554
H 2.432 4.305 -3.698  0.274
H 1.362 3.322 -4.147  0.286
O 5.242 -0.643 5.882  -0.598
H 5.203 -1.597 6.020  0.307
H 5.163 -0.275 6.771  0.299
O -6.264 1.547 -1.241  -0.643
H -6.370 2.427 -0.861  0.293
H -5.364 1.293 -1.002  0.506
O -3.608 -2.926 -3.768  -0.686
H -4.247 -2.339 -3.341  0.311
H -3.826 -2.864 -4.707  0.310
O -7.653 -1.165 -1.872  -0.631
H -7.253 -0.315 -2.098  0.306
H -8.311 -1.306 -2.563  0.319
O -2.396 -5.083 -2.307  -0.626
H -2.913 -4.402 -2.760  0.335
H -1.524 -5.029 -2.718  0.336

***

[5]
A single C4H3N molecule in a non-equilibrium geometry, computed with wB97M-V/def2-TZVPD.

The energy above the lowest of the compared OMol25 structures with the same formula, charge and spin is 231.30 kJ/mol. The calculation puts the HOMO energy at -10.7 eV. The frontier orbital gap comes out at 9.84 eV.

Last column: Mulliken charge in e.
Cartesian coordinates (Å):
C 0.204 1.042 -0.272  -0.905
C 0.328 -0.439 -0.190  0.732
C 0.862 -1.587 -0.451  -0.605
C -0.558 -1.361 0.570  0.236
N -1.370 -1.884 1.228  -0.332
H 0.996 1.428 -0.921  0.284
H 0.306 1.484 0.723  0.294
H -0.769 1.317 -0.688  0.296

***

[6]
A molecular structure, C25H49AlBClF10N3O17S2 in a non-equilibrium geometry, computed with wB97M-V/def2-TZVPD.

Its net charge is -1. The calculation puts the HOMO energy at -4.3 eV. The frontier orbital gap comes out at 1.40 eV.

Last column: Mulliken charge in e.
Cartesian coordinates (Å):
C -0.016 1.640 4.545  -0.361
N -0.661 1.609 3.217  -0.256
C -0.132 0.507 2.405  -0.517
C -0.797 0.419 0.964  1.095
C -0.038 1.533 0.136  -1.685
C 1.327 1.075 -0.535  -0.444
C 1.172 1.361 -2.089  -0.135
C 1.635 2.862 -2.382  -0.582
C 1.845 2.960 -3.960  -0.357
C 3.301 3.424 -4.387  -0.928
O 3.971 2.381 -5.153  -0.332
C 4.581 1.461 -4.313  0.819
C 4.187 -0.064 -4.437  -0.738
O 5.433 1.799 -3.497  -0.604
O -2.172 0.961 0.972  -0.575
S -2.912 0.407 -0.426  1.416
O -2.965 1.457 -1.497  -0.657
O -4.287 -0.127 -0.269  -0.624
O -1.712 -0.710 -0.890  -0.415
C -1.007 -1.008 0.330  0.878
O 0.122 -1.854 0.141  -0.539
C -1.919 -1.891 1.357  -1.147
O -1.138 -2.980 1.902  -0.262
C -1.561 -4.205 1.458  0.905
F -1.862 -4.261 0.131  -0.215
F -0.497 -5.079 1.640  -0.279
F -2.567 -4.687 2.257  -0.250
H 0.517 2.629 4.702  0.238
H -0.751 1.545 5.399  0.045
H 0.763 0.834 4.669  0.035
H -1.668 1.518 3.398  0.342
H 0.993 0.549 2.299  -0.458
H -0.349 -0.466 2.954  0.627
H 0.222 2.350 0.875  0.408
H -0.688 2.019 -0.636  0.473
H 1.662 0.035 -0.284  0.357
H 2.151 1.760 -0.165  0.400
H 1.791 0.647 -2.695  -0.184
H 0.100 1.246 -2.428  0.168
H 2.567 3.140 -1.811  0.371
H 0.832 3.588 -2.070  0.217
H 1.074 3.672 -4.343  0.541
H 1.661 1.945 -4.402  0.269
H 3.927 3.794 -3.532  0.415
H 3.171 4.278 -5.109  0.283
H 3.679 -0.284 -5.420  0.298
H 5.118 -0.676 -4.297  0.262
H 3.452 -0.365 -3.636  0.086
H 0.769 -1.523 0.793  0.359
H -2.896 -2.199 0.906  0.439
H -2.177 -1.234 2.240  0.617
N 3.234 0.720 3.880  -0.212
H 2.758 1.554 3.523  0.370
H 2.695 -0.120 3.620  0.039
H 4.172 0.663 3.477  0.410
H 3.303 0.776 4.898  0.393
B -3.544 1.734 6.554  0.534
F -4.758 1.192 7.055  -0.359
F -2.447 1.266 7.334  -0.427
F -3.365 1.316 5.193  -0.324
F -3.597 3.153 6.612  -0.390
C 2.657 -3.739 5.421  -0.778
C 2.890 -3.130 4.032  0.514
O 1.976 -2.384 3.627  -0.632
O 3.958 -3.463 3.491  -0.707
H 1.701 -3.420 5.847  0.275
H 2.651 -4.837 5.331  0.472
H 3.456 -3.447 6.104  0.414
Al 1.966 -6.240 5.168  0.464
Cl -5.688 1.672 -0.491  -0.659
C -2.621 2.509 -7.367  -1.248
C -2.080 1.188 -7.895  -0.101
O -0.874 1.306 -8.613  -0.347
C 0.384 1.380 -7.867  -0.021
O 0.492 0.405 -6.996  -0.852
C 0.637 2.791 -7.234  0.869
F 0.224 3.794 -8.058  -0.335
F 1.954 3.012 -7.037  -0.302
F 0.023 2.992 -6.052  -0.293
H -2.477 3.313 -8.090  0.335
H -3.690 2.419 -7.141  0.433
H -2.125 2.798 -6.441  0.261
H -2.805 0.807 -8.622  0.291
H -2.022 0.431 -7.102  0.183
H 1.112 1.384 -8.702  0.172
C -4.308 -2.582 7.123  -1.073
S -2.521 -2.814 7.126  0.355
O -1.900 -1.486 6.874  -0.481
C -2.454 -3.744 5.578  -0.738
H -4.579 -1.984 7.991  0.371
H -4.613 -2.059 6.215  0.358
H -4.801 -3.552 7.183  0.422
H -2.877 -3.149 4.768  0.145
H -3.009 -4.678 5.689  0.477
H -1.409 -3.968 5.356  0.150
C -7.875 -2.642 8.668  0.874
O -9.000 -2.954 9.051  -0.457
O -7.054 -3.422 8.128  -0.347
O -7.375 -1.498 8.759  -0.290
C 8.732 0.019 -5.641  -0.674
C 7.991 -1.256 -5.458  0.356
N 7.416 -2.257 -5.318  -0.409
H 9.720 -0.059 -5.189  0.272
H 8.841 0.234 -6.704  0.259
H 8.184 0.835 -5.166  0.224
O -3.849 0.375 -4.393  -0.316
H -3.633 -0.574 -4.489  0.448
H -3.463 0.906 -5.124  0.429
H -3.564 0.720 -3.511  0.387

***

[7]
A molecular structure, C10H8Cl2N3O3SV in a non-equilibrium geometry, computed with wB97M-V/def2-TZVPD.

The energy above the lowest of the compared OMol25 structures with the same formula, charge and spin is 99.14 kJ/mol. The calculation puts the HOMO energy (alpha / beta) at -8.7 / -8.9 eV. The frontier orbital gap (alpha / beta) comes out at 7.84 / 8.10 eV. As for the spin multiplicity: 3.

Last column: Mulliken spin population.
Cartesian coordinates (Å):
V 0.882 0.260 -0.827  2.020
N -1.892 3.483 -1.785  -0.002
C -1.303 2.278 -1.364  0.002
S 0.196 2.506 -0.589  -0.070
N -1.924 1.145 -1.481  -0.001
N -1.189 0.132 -0.873  -0.001
C -1.931 -0.440 -0.010  0.032
C -1.492 -1.335 0.963  0.010
C -2.397 -1.681 1.965  0.002
C -2.148 -2.667 2.876  0.004
C -0.963 -3.403 2.755  0.001
C 0.049 -2.926 1.885  0.005
C -0.176 -1.853 1.020  -0.008
O 0.761 -1.165 0.336  -0.007
H -1.150 4.080 -2.125  0.001
H -2.603 3.420 -2.484  -0.001
H -2.951 -0.147 0.095  0.001
H -3.359 -1.095 1.895  0.000
H -2.972 -3.028 3.530  0.000
H -0.855 -4.346 3.213  0.000
H 0.949 -3.519 1.716  0.001
Cl 5.052 2.988 -0.991  0.000
C 4.194 1.423 -1.095  0.004
Cl 3.325 1.032 0.339  0.002
C 3.206 1.403 -2.312  0.003
O 3.451 2.122 -3.220  -0.005
O 2.158 0.547 -2.247  0.005
H 5.083 0.786 -1.188  0.000

***

What is the formula in the fifth record? C4H3N